Entry 1:
Molecular formula: C2H3NO4S
Method: DFT, ωB97M-V with the def2-TZVPD basis set

Computed properties:
ΔE to the lowest compared entry with this formula, charge and spin (kcal/mol): 1.7
Lowest unoccupied orbital energy (eV): 0.40
Gap between HOMO and LUMO (eV): 11.755
F_max (Eh/bohr): 0.080

Geometry (Å):
C 0.51535 -1.16517 -0.39180
C -1.26422 -0.00309 0.85452
N -0.18827 -0.03034 -0.12525
O 0.45969 -2.33851 -0.17859
O 0.66883 1.63236 -1.91801
O 1.61492 1.59395 0.36182
O 1.57062 -0.55201 -1.15853
S 1.01709 0.89261 -0.72134
H -2.23442 -0.55220 0.62620
H -0.77518 -0.52470 1.67526
H -1.38440 1.04711 0.97572

Taken from the natural (NBO) analysis, the atomic charges in e are: number 1, C, carries 0.868; number 2, C, carries -0.413; number 3, N, carries -0.695; number 4, O, carries -0.517; number 5, O, carries -0.867; number 6, O, carries -0.870; number 7, O, carries -0.657; number 8, S, carries 2.461; number 9, H, carries 0.238; number 10, H, carries 0.221; number 11, H, carries 0.230



Entry 2:
Molecular formula: C4H9NO2
Method: DFT, ωB97M-V with the def2-TZVPD basis set

Computed properties:
ΔE to the lowest compared entry with this formula, charge and spin (kcal/mol): 30.1
Structure (SMILES): CCNC(=O)OC
Lowest unoccupied orbital energy (eV): 0.79
Gap between HOMO and LUMO (eV): 10.471
F_max (Eh/bohr): 0.019

Geometry (Å):
C 2.10096 -1.06326 0.14599
C 1.12350 -0.29904 -0.70858
N -0.14811 -0.25677 -0.06505
C -0.42586 0.67321 0.88991
O 0.36555 1.33828 1.51849
O -1.78393 0.76394 0.99255
C -2.44038 0.80731 -0.28045
H 1.72435 -2.08332 0.28671
H 3.08336 -1.09533 -0.31890
H 2.14946 -0.57367 1.12381
H 1.41579 0.74560 -0.85226
H 0.96392 -0.73670 -1.70085
H -0.64452 -1.11976 0.09931
H -3.49975 0.78244 -0.05088
H -2.15135 1.72659 -0.80372
H -2.19793 -0.03104 -0.94840

Taken from the natural (NBO) analysis, the atomic charges in e are: number 1, C, carries -0.620; number 2, C, carries -0.214; number 3, N, carries -0.672; number 4, C, carries 0.890; number 5, O, carries -0.592; number 6, O, carries -0.532; number 7, C, carries -0.254; number 8, H, carries 0.196; number 9, H, carries 0.211; number 10, H, carries 0.230; number 11, H, carries 0.211; number 12, H, carries 0.191; number 13, H, carries 0.393; number 14, H, carries 0.196; number 15, H, carries 0.182; number 16, H, carries 0.183



Entry 3:
Molecular formula: C4H9N3O
Method: DFT, ωB97M-V with the def2-TZVPD basis set

Computed properties:
ΔE to the lowest compared entry with this formula, charge and spin (kcal/mol): 54.7
Lowest unoccupied orbital energy (eV): 0.61
Gap between HOMO and LUMO (eV): 8.055
F_max (Eh/bohr): 0.008

Geometry (Å):
C -0.73117 -0.35290 -1.50782
C 0.69937 0.07260 1.81586
C 0.82021 0.76759 -0.77023
C -0.59011 -0.82200 -0.13998
N 0.44451 2.13589 -0.71172
N -1.07378 -1.93976 0.42807
N 0.20556 0.02780 0.45727
O 1.95103 0.44400 -1.11256
H -0.54792 2.30152 -0.80501
H 0.96981 2.66734 -1.39352
H -1.70427 -2.51787 -0.09848
H -0.72236 -2.29659 1.30342
H -0.63867 -1.10385 -2.28933
H -1.56968 0.32173 -1.66542
H -0.07089 -0.25287 2.52001
H 0.97002 1.10209 2.04439
H 1.58836 -0.55471 1.92505

Taken from the natural (NBO) analysis, the atomic charges in e are: number 1, C, carries -0.727; number 2, C, carries -0.433; number 3, C, carries 0.763; number 4, C, carries 0.535; number 5, N, carries -0.874; number 6, N, carries -0.781; number 7, N, carries -0.422; number 8, O, carries -0.700; number 9, H, carries 0.367; number 10, H, carries 0.385; number 11, H, carries 0.413; number 12, H, carries 0.398; number 13, H, carries 0.214; number 14, H, carries 0.213; number 15, H, carries 0.198; number 16, H, carries 0.237; number 17, H, carries 0.213



Entry 4:
Molecular formula: C24H37F3O21
Method: DFT, ωB97M-V with the def2-TZVPD basis set

Computed properties:
ΔE to the lowest compared entry with this formula, charge and spin (kcal/mol): 109.6
Structure (SMILES): O=C1OC[C@@H](F)O1.O=C1OC[C@@H](F)O1.O=C1OC[C@@H](F)O1.CCOC(=O)OC.CCOC(=O)OC.CCOC(=O)OC.O=C1OCCO1
Lowest unoccupied orbital energy (eV): 0.06
Gap between HOMO and LUMO (eV): 10.643
F_max (Eh/bohr): 0.141

Geometry (Å):
O -9.65391 3.83834 -2.31574
C -8.65892 3.35258 -1.79021
O -7.38518 3.31206 -2.36976
C -6.45544 3.31753 -1.31212
C -7.20220 2.47369 -0.23339
F -6.98737 3.00462 0.92338
O -8.57202 2.60822 -0.67716
H -5.47275 2.88240 -1.49398
H -6.21319 4.28336 -0.86873
H -6.77105 1.47453 -0.29570
O 0.43904 6.72663 -0.30793
C 0.87594 5.88650 0.55870
O 0.23247 4.70939 1.01288
C 1.17117 3.89570 1.71026
C 2.15759 4.91388 2.30065
F 3.35086 4.55802 2.38625
O 2.04021 5.96842 1.29204
H 0.83027 3.27350 2.53775
H 1.85314 3.31505 1.08909
H 1.72683 5.22128 3.25357
O -2.13221 -0.47969 0.74176
C -1.15596 -0.90590 0.14056
O -0.48167 -0.17612 -0.82676
C 0.31351 -1.07700 -1.53619
C 0.58188 -2.11638 -0.41745
F 1.63612 -1.76448 0.32360
O -0.58187 -2.09025 0.29180
H -0.23845 -1.40701 -2.41627
H 1.12775 -0.51842 -1.99781
H 0.87854 -3.07286 -0.84783
C 0.18992 -4.26641 -10.75225
C -1.22537 -3.72576 -10.53843
O -1.24658 -2.32494 -10.45776
C -1.31264 -1.84327 -9.20787
O -1.23944 -2.47327 -8.15447
O -1.75520 -0.57743 -9.28275
C -1.92300 0.13377 -8.01617
H 0.69596 -4.27729 -9.78689
H 0.62053 -3.60233 -11.50169
H 0.27947 -5.29005 -11.11591
H -1.76773 -4.37159 -9.84788
H -1.69565 -3.93598 -11.49902
H -1.08495 0.81715 -7.87911
H -1.95586 -0.50473 -7.13337
H -2.90076 0.61258 -8.06924
C 7.71801 2.15960 -1.07251
C 6.28136 2.32986 -1.34808
O 6.18521 3.39885 -2.20913
C 5.06969 3.54062 -2.97011
O 4.24504 2.72614 -3.15179
O 5.03628 4.75981 -3.37250
C 3.94893 5.31496 -4.11840
H 7.98321 3.06065 -0.51942
H 8.18863 2.03825 -2.04815
H 7.93744 1.25911 -0.49887
H 5.78726 2.39128 -0.37844
H 5.84917 1.41361 -1.75030
H 3.16711 4.58835 -4.33949
H 4.33354 5.90550 -4.94993
H 3.62535 6.05870 -3.39022
C -12.97706 -1.68848 -0.86671
C -12.36030 -3.04382 -1.17326
O -11.44773 -3.35518 -0.13058
C -10.21701 -2.89862 -0.13658
O -9.62337 -2.22014 -1.06104
O -9.57547 -3.33000 0.98794
C -8.29659 -2.86418 1.27763
H -13.31551 -1.32405 -1.83663
H -12.23978 -0.92309 -0.62442
H -13.70421 -1.52483 -0.07137
H -12.01577 -3.08225 -2.20666
H -13.04132 -3.89377 -1.12977
H -8.42496 -2.25969 2.17552
H -7.86529 -2.34896 0.41937
H -7.67273 -3.67416 1.65558
O 5.49829 -4.24635 -3.98249
C 4.87596 -4.44916 -4.97142
O 3.51751 -4.59191 -5.08739
C 3.09809 -4.68005 -6.39058
C 4.37648 -5.02661 -7.14743
O 5.32930 -4.44657 -6.22009
H 2.36825 -5.48603 -6.46704
H 2.63933 -3.75737 -6.74596
H 4.37624 -4.60776 -8.15373
H 4.59950 -6.07143 -7.36357

Taken from the Mulliken analysis, the atomic charges in e are: number 1, O, carries -0.521; number 2, C, carries 0.649; number 3, O, carries -0.332; number 4, C, carries -0.381; number 5, C, carries 0.297; number 6, F, carries -0.269; number 7, O, carries -0.305; number 8, H, carries 0.314; number 9, H, carries 0.252; number 10, H, carries 0.295; number 11, O, carries -0.554; number 12, C, carries 0.651; number 13, O, carries -0.293; number 14, C, carries -0.364; number 15, C, carries 0.302; number 16, F, carries -0.230; number 17, O, carries -0.317; number 18, H, carries 0.324; number 19, H, carries 0.238; number 20, H, carries 0.241; number 21, O, carries -0.551; number 22, C, carries 0.642; number 23, O, carries -0.316; number 24, C, carries -0.391; number 25, C, carries 0.321; number 26, F, carries -0.276; number 27, O, carries -0.274; number 28, H, carries 0.258; number 29, H, carries 0.273; number 30, H, carries 0.315; number 31, C, carries -0.980; number 32, C, carries -0.232; number 33, O, carries -0.306; number 34, C, carries 0.784; number 35, O, carries -0.595; number 36, O, carries -0.340; number 37, C, carries -0.656; number 38, H, carries 0.146; number 39, H, carries 0.291; number 40, H, carries 0.385; number 41, H, carries 0.349; number 42, H, carries 0.315; number 43, H, carries 0.264; number 44, H, carries 0.326; number 45, H, carries 0.255; number 46, C, carries -1.217; number 47, C, carries -0.126; number 48, O, carries -0.255; number 49, C, carries 0.780; number 50, O, carries -0.566; number 51, O, carries -0.331; number 52, C, carries -0.623; number 53, H, carries 0.282; number 54, H, carries 0.302; number 55, H, carries 0.398; number 56, H, carries 0.234; number 57, H, carries 0.302; number 58, H, carries 0.327; number 59, H, carries 0.238; number 60, H, carries 0.257; number 61, C, carries -0.995; number 62, C, carries -0.238; number 63, O, carries -0.324; number 64, C, carries 0.817; number 65, O, carries -0.632; number 66, O, carries -0.326; number 67, C, carries -0.634; number 68, H, carries 0.319; number 69, H, carries 0.282; number 70, H, carries 0.320; number 71, H, carries 0.318; number 72, H, carries 0.291; number 73, H, carries 0.238; number 74, H, carries 0.348; number 75, H, carries 0.219; number 76, O, carries -0.503; number 77, C, carries 0.683; number 78, O, carries -0.351; number 79, C, carries -0.221; number 80, C, carries -0.287; number 81, O, carries -0.361; number 82, H, carries 0.262; number 83, H, carries 0.254; number 84, H, carries 0.278; number 85, H, carries 0.243